# 1
93
Properties=species:S:1:pos:R:3:forces:R:3 method="wB97M-V/def2-TZVPD" homo_ev=-7.00 de_lowest_kcal_mol=31.47 lumo_ev=1.9 total_charge=-1 homo_lumo_gap_ha=0.327 e_tot_ev=-74636.3084 spin_multiplicity=1
O 0.0778 -1.1036 -0.2246 -0.432 0.502 1.132
C 0.0897 0.1818 0.2228 -0.547 3.204 -0.589
O 0.8191 1.0400 -0.3506 0.586 -1.208 -0.403
O -0.7385 0.5291 1.1005 0.162 -1.385 0.421
H -0.6038 -1.3897 0.4170 0.142 -1.247 -0.547
C -0.7010 2.5491 4.1368 0.691 -1.242 0.456
O -1.6726 2.7581 3.4358 0.066 0.588 0.375
N -0.3016 3.2775 5.2294 -1.016 0.957 -0.191
N 0.0878 1.4461 3.9943 -0.035 -0.443 -0.489
H -0.7255 4.1874 5.3074 0.187 -0.028 0.171
H 0.5568 3.0846 5.7056 0.050 0.101 -0.038
H 0.9507 1.3552 4.4949 -0.036 -0.114 -0.020
H -0.0303 0.8616 3.1792 -0.110 0.177 -0.121
C 3.5429 -1.3848 -1.9653 -0.658 0.736 0.660
O 3.2546 -2.1896 -1.0887 0.598 -0.532 -0.488
N 4.4621 -1.5790 -2.9490 0.659 -0.817 0.300
N 2.9661 -0.1566 -1.9340 -0.564 0.101 -0.323
H 4.5029 -1.0819 -3.8167 -0.046 0.123 0.116
H 5.1000 -2.3334 -2.7613 -0.067 -0.052 -0.421
H 3.1407 0.5668 -2.6079 0.145 -0.168 -0.067
H 2.1006 -0.1122 -1.4088 0.134 0.407 0.119
C 3.5590 -0.1011 2.6839 -0.487 -1.636 -0.166
O 4.1946 -0.8284 3.4436 0.323 0.976 0.067
N 3.2268 -0.5384 1.4267 0.962 1.132 1.612
N 3.0244 1.0996 3.0213 0.210 0.249 0.428
H 2.3924 -0.1150 1.0641 0.164 -0.719 -1.059
H 3.7315 -1.3914 1.2575 -0.986 -0.283 -0.991
H 3.1520 1.3806 3.9762 -0.032 0.213 -0.147
H 2.4641 1.6263 2.3738 0.075 0.182 0.137
C -0.8830 4.8531 0.4749 -0.449 -0.363 0.321
O -1.8175 5.5038 0.9521 0.591 -0.015 -0.469
N -0.4707 3.6741 0.9718 -0.182 -2.058 1.631
N -0.1586 5.1746 -0.6130 -0.276 1.171 -0.860
H 0.1259 2.9733 0.5556 0.252 0.547 -0.706
H -0.9739 3.2298 1.7314 -0.306 0.623 0.034
H 0.6574 4.6285 -0.8628 -0.219 0.552 0.189
H -0.3774 6.0647 -1.0285 0.335 -0.141 -0.112
C 2.5650 3.9380 -1.9768 0.605 -0.627 1.049
O 2.5779 4.3452 -0.8196 -0.261 -0.523 -0.604
N 1.8607 2.8557 -2.4466 0.323 0.985 -0.104
N 3.4220 4.4676 -2.8881 1.702 1.429 -0.702
H 1.7431 2.0924 -1.7885 -0.331 0.126 0.088
H 2.2002 2.6751 -3.3760 -0.453 -0.844 -0.023
H 3.4129 4.5415 -3.8903 -0.738 -0.640 0.004
H 4.1577 5.0420 -2.5089 -0.406 0.184 0.313
C 1.0133 -4.9405 -2.7123 -0.136 0.249 -0.196
O 0.6541 -4.2817 -3.6891 0.364 -0.853 -0.105
N 0.9265 -4.4937 -1.4593 -0.144 0.665 0.531
N 1.4297 -6.2425 -2.7939 -0.124 -0.240 -1.154
H 0.6333 -3.5379 -1.3374 0.271 -0.021 0.298
H 1.4349 -4.9406 -0.7185 -0.214 0.142 0.204
H 1.4877 -6.5344 -3.7574 0.339 -0.270 0.206
H 2.0678 -6.6282 -2.1227 0.009 -0.021 -0.025
C -1.3078 2.5176 -3.5456 0.219 0.541 0.104
O -1.6106 3.0164 -4.6234 -0.188 0.095 0.376
N -0.5405 1.4157 -3.4395 0.522 -1.424 -0.149
N -1.6353 3.0157 -2.3208 -0.761 0.752 -0.784
H -0.1687 1.0273 -4.2896 -0.107 -0.038 0.077
H -0.0157 1.2920 -2.5896 -0.003 -0.185 -0.024
H -1.4879 2.5445 -1.4473 0.170 0.092 0.040
H -2.0329 3.9390 -2.3520 -0.072 -0.125 0.450
C -2.1114 -3.8720 0.0603 -0.315 0.298 1.828
O -1.0194 -3.8703 0.6345 -0.035 -0.026 -0.708
N -3.1405 -3.1218 0.5572 0.651 -0.290 -0.801
N -2.4443 -4.6385 -0.9994 1.813 0.054 0.358
H -3.9374 -3.1901 -0.0491 -0.817 0.552 1.012
H -3.0760 -2.9436 1.5458 -0.722 0.222 -0.085
H -1.5708 -4.8251 -1.4813 -0.759 -0.566 -0.857
H -3.3695 -4.6160 -1.3788 0.239 0.013 -0.645
C -0.2687 -2.5950 4.4429 1.552 -2.225 0.833
O 0.2599 -3.6686 4.7666 -0.387 0.651 -0.421
N -0.4854 -2.2423 3.1799 -0.486 0.293 -1.655
N -0.5609 -1.6756 5.3816 -0.598 1.094 0.677
H -0.9462 -1.3874 2.9162 0.091 0.136 0.075
H -0.2829 -2.8990 2.4392 -0.136 -0.115 0.121
H -1.3413 -1.0639 5.1965 0.174 0.169 0.341
H -0.3893 -1.9934 6.3202 -0.291 0.052 -0.017
C -2.0653 -1.9409 -3.1163 0.782 -1.333 -1.158
O -2.6105 -2.6459 -3.9756 -0.792 0.854 0.830
N -0.7340 -2.0354 -2.9680 1.259 0.247 0.158
N -2.6712 -1.0806 -2.2502 -0.930 -0.603 -0.158
H -0.2582 -1.6423 -2.1678 -0.158 0.066 -0.150
H -0.2303 -2.7215 -3.5343 -0.327 0.138 0.357
H -3.6374 -0.9373 -2.5019 0.120 0.590 0.291
H -2.1006 -0.3543 -1.8562 -0.314 0.323 -0.102
C -4.5409 0.5756 1.6933 -1.820 2.164 0.495
O -5.6590 0.1253 1.9476 0.927 -0.833 -0.321
N -3.6479 0.2031 0.7593 1.130 -1.194 -1.068
N -4.1379 1.7792 2.2439 0.033 -1.050 -0.068
H -3.6082 -0.6982 0.3117 -0.570 -0.198 0.306
H -2.7159 0.5901 0.8293 0.070 0.009 0.140
H -4.8658 2.3494 2.6330 0.193 0.139 -0.005
H -3.3456 2.1699 1.7676 -0.052 0.828 0.564

***

# 2
22
Properties=species:S:1:pos:R:3:forces:R:3 method="wB97M-V/def2-TZVPD" homo_ev=-8.21 smiles=CSc1nc(-c2ccccc2)cs1 de_lowest_kcal_mol=63.85 lumo_ev=0.4 homo_lumo_gap_ha=0.317 e_tot_ev=-33673.4953 spin_multiplicity=1
C -3.6013 1.9525 0.2431 2.078 -1.118 1.594
S -4.1881 0.2731 -0.0691 -0.635 -0.912 -0.911
C -2.7110 -0.6722 -0.1699 3.087 2.099 -0.196
N -1.5435 -0.0186 -0.0692 -0.841 -2.037 1.715
C -0.4690 -0.9637 0.2523 -0.984 6.746 -2.301
C 0.8814 -0.3818 0.1591 0.641 -1.594 -1.353
C 1.9238 -1.4116 0.2215 -5.301 1.479 1.888
C 3.1197 -0.9389 0.1349 8.339 -0.052 -1.473
C 3.6142 0.4174 -0.1352 -7.510 -2.303 -0.166
C 2.5283 1.2482 -0.4461 1.057 3.529 -1.046
C 1.1851 0.8688 -0.4217 -2.361 0.142 2.044
C -0.7736 -2.1918 0.0706 -2.071 -4.391 0.368
S -2.4782 -2.3757 -0.3962 0.189 -0.303 0.993
H -4.4984 2.5707 0.2225 0.175 -0.033 0.420
H -3.0430 1.7934 1.2702 -1.246 1.176 -1.922
H -2.8596 2.2961 -0.4991 -0.474 -0.271 0.305
H 1.6304 -2.4025 0.6270 0.755 0.709 -0.828
H 3.9654 -1.7305 0.0475 -1.191 1.297 0.772
H 4.5949 0.5792 -0.1038 3.642 1.078 -0.117
H 2.5422 2.4020 -0.7714 0.986 -2.655 0.782
H 0.3297 1.7037 -0.5691 2.157 -2.382 0.213
H -0.1496 -3.0175 0.4018 -0.493 -0.205 -0.781

***

# 3
85
Properties=species:S:1:pos:R:3:forces:R:3 method="wB97M-V/def2-TZVPD" homo_ev="-11.05 / -11.05" de_lowest_kcal_mol=42.80 lumo_ev="-5.4 / -6.5" total_charge=+2 homo_lumo_gap_ha="0.208 / 0.169" e_tot_ev=-175216.0917 spin_multiplicity=2
Ti -0.1713 -0.7786 -0.5720 -0.486 0.698 -0.059
N -4.7350 -0.6146 -0.4034 -0.017 0.063 -0.056
C -3.5441 0.2267 -0.7959 0.003 -0.014 -0.004
C -3.5860 0.5569 -2.2734 -0.037 0.021 -0.018
C -2.3082 1.3034 -2.6663 -0.079 0.052 0.062
N -1.1301 0.4104 -2.5582 -0.019 0.114 -0.021
C -2.1176 2.5335 -1.7813 0.048 -0.038 -0.030
C -2.1179 2.2022 -0.2928 -0.047 -0.046 -0.093
N -0.8983 1.4294 0.0372 0.104 -0.223 0.461
C -3.3960 1.4432 0.0957 0.053 -0.010 -0.013
H -4.7596 -1.4628 -0.9792 -0.037 0.029 -0.016
H -5.6197 -0.1155 -0.5121 0.004 0.005 0.001
H -4.6446 -0.9525 0.5694 0.070 -0.079 0.036
H -2.6842 -0.4091 -0.6365 -0.039 0.003 -0.012
H -4.4453 1.1916 -2.5121 -0.005 -0.012 -0.001
H -3.6755 -0.3610 -2.8646 -0.001 0.005 -0.002
H -2.4358 1.6388 -3.6990 0.063 -0.015 -0.007
H -0.3221 0.9248 -2.9026 -0.050 0.027 -0.050
H -1.2379 -0.3637 -3.2095 0.007 0.043 -0.017
H -2.9127 3.2524 -1.9899 -0.019 -0.028 -0.011
H -1.1797 3.0336 -2.0409 -0.013 0.010 -0.010
H -2.1039 3.1394 0.2696 -0.022 0.005 -0.014
H -0.7649 1.4630 1.0494 -0.004 0.030 -0.010
H -0.0961 1.9488 -0.3140 -0.007 0.020 -0.031
H -4.2485 2.1195 -0.0198 -0.005 0.016 0.007
H -3.3494 1.1464 1.1491 0.003 -0.006 -0.008
N -0.2574 0.0665 2.7610 0.004 -0.112 -0.054
C -1.3518 -0.6684 2.4355 0.089 -0.019 0.094
N -2.2809 -0.8439 3.3445 -0.087 -0.024 -0.003
C -3.3347 -1.6007 2.9649 0.108 -0.009 -0.047
N -4.3322 -1.7260 3.8470 -0.071 0.063 -0.022
N -3.4449 -2.2220 1.7883 -0.027 0.047 0.105
C -2.4089 -2.0389 0.9448 -0.104 0.077 -0.090
N -1.4089 -1.1447 1.1590 0.079 -0.382 -0.028
C -2.3927 -2.6715 -0.3286 -0.014 -0.063 0.092
C -3.2803 -3.7155 -0.6715 -0.046 0.116 -0.068
C -3.2551 -4.2407 -1.9297 0.029 -0.010 -0.020
C -2.2892 -3.7411 -2.8366 -0.033 -0.012 0.029
C -1.4220 -2.7667 -2.4513 0.053 0.008 -0.014
N -1.4508 -2.1754 -1.2070 -0.088 -0.454 0.160
H -0.2156 0.3358 3.7335 -0.014 -0.004 0.002
H 0.6320 -0.2249 2.3542 -0.031 0.190 -0.052
H -4.2270 -1.3252 4.7627 0.008 -0.010 0.008
H -5.0662 -2.3901 3.6748 0.015 -0.027 0.022
H -3.9488 -4.0848 0.0944 -0.018 0.017 -0.007
H -3.9155 -5.0467 -2.2155 0.002 -0.002 0.000
H -2.2025 -4.1513 -3.8331 0.000 -0.008 0.001
H -0.6277 -2.4360 -3.1062 -0.010 -0.008 0.003
C 5.2506 -1.1898 2.9164 -0.002 -0.004 0.003
C 4.2890 -2.1004 2.2525 -0.024 0.000 -0.003
N 4.3965 -3.3835 2.1490 0.003 -0.019 -0.008
N 3.2839 -3.7689 1.4667 0.011 0.005 0.020
C 2.4690 -2.7600 1.1492 0.142 -0.037 -0.193
S 1.0385 -2.8937 0.2521 -0.050 0.215 0.248
N 3.1097 -1.6796 1.6584 0.051 0.002 -0.007
N 2.5998 -0.3801 1.6281 -0.007 -0.041 0.083
H 6.1103 -1.7725 3.2357 0.000 0.000 0.001
H 4.8097 -0.7201 3.7980 0.000 0.003 0.000
H 5.5889 -0.4091 2.2335 -0.003 -0.003 -0.002
H 3.1488 -4.7365 1.2212 0.000 0.000 0.003
H 2.7681 0.0398 0.7137 -0.026 -0.042 -0.005
H 3.1030 0.1621 2.3248 -0.022 0.004 -0.009
Br 4.0011 -0.6204 -6.7674 -0.002 -0.002 0.003
C 3.7827 0.2559 -5.1140 -0.001 0.000 -0.001
C 4.5522 1.3735 -4.8192 0.000 0.004 0.003
C 4.3932 2.0188 -3.5999 0.006 -0.001 -0.002
C 3.4690 1.5545 -2.6800 -0.009 0.001 0.003
C 2.7011 0.4337 -2.9871 0.028 -0.062 -0.008
C 2.8574 -0.2239 -4.2053 0.002 -0.004 0.005
C 1.7099 -0.0741 -2.0232 0.258 -0.189 0.019
O 0.9915 -1.0902 -2.2772 0.198 0.032 -0.215
O 1.5080 0.5104 -0.9057 0.161 -0.002 -0.127
H 5.2729 1.7343 -5.5400 0.000 0.001 0.000
H 4.9979 2.8862 -3.3735 -0.002 0.001 -0.001
H 3.3427 2.0511 -1.7271 -0.004 0.003 -0.001
H 2.2674 -1.1017 -4.4279 -0.001 0.002 -0.001
Te 2.3025 3.0603 1.2450 -0.006 0.117 -0.006
C 2.3219 3.8912 3.1069 -0.029 -0.009 0.004
C 3.4212 4.3145 3.8309 0.008 -0.017 0.003
C 3.0789 4.8522 5.0861 0.006 -0.014 0.003
C 1.7279 4.8295 5.3126 -0.006 0.023 -0.018
S 0.8709 4.1761 3.9966 0.010 -0.013 0.007
H 4.4307 4.2440 3.4524 0.001 -0.001 0.004
H 3.7925 5.2435 5.7955 0.002 -0.002 0.000
H 1.2066 5.1785 6.1903 -0.003 0.001 -0.002